1.
C3H3N3O | ωB97M-V with the def2-TZVPD basis set

The value obtained for the gap between HOMO and LUMO is 0.3227 hartree.

Cartesian coordinates (Å):
O (-2.433, -0.642, 1.071)
C (-1.931, 0.111, 0.269)
N (-0.564, 0.181, -0.048)
C (0.216, -0.723, 0.442)
N (1.575, -0.713, 0.204)
C (1.751, 0.333, -0.534)
N (1.335, 1.318, -1.139)
H (-2.527, 0.843, -0.299)
H (-0.142, -1.544, 1.063)
H (2.718, 0.835, -1.028)

***

2.
C3H3N3O | ωB97M-V with the def2-TZVPD basis set

The SMILES is N=C=CC=O.N#N. The value obtained for the gap between HOMO and LUMO is 0.3803 hartree.

Cartesian coordinates (Å):
N (2.406, -0.344, 0.726)
C (1.254, -0.495, 0.352)
C (0.015, -0.702, -0.045)
C (-1.168, -0.206, 0.711)
O (-1.380, -0.412, 1.881)
H (2.898, 0.485, 0.396)
H (-0.134, -1.208, -0.995)
H (-1.869, 0.411, 0.114)
N (-0.588, 1.136, -2.334)
N (-1.409, 1.701, -1.863)

***

3.
C3H3N3O | ωB97M-V with the def2-TZVPD basis set

The SMILES is O=Nc1c[nH]cn1. The value obtained for the gap between HOMO and LUMO is 0.3198 hartree.

Cartesian coordinates (Å):
O (-1.271, -2.189, 1.386)
N (-1.711, -1.425, 0.520)
C (-0.756, -0.527, 0.122)
C (0.531, -0.354, 0.563)
N (1.026, 0.674, -0.188)
C (0.015, 1.143, -1.041)
N (-1.055, 0.435, -0.854)
H (1.153, -0.815, 1.342)
H (1.925, 1.116, -0.077)
H (0.145, 1.942, -1.773)

***

4.
C3H3N3O | ωB97M-V with the def2-TZVPD basis set

The value obtained for the gap between HOMO and LUMO (alpha / beta) is 0.3637 / 0.3636 hartree.

Cartesian coordinates (Å):
C (-1.266, 1.579, -0.379)
C (-2.023, -0.734, -0.116)
C (-0.919, 0.156, -0.267)
N (-1.392, 2.716, -0.420)
N (-3.026, -1.274, 0.055)
N (0.107, -0.418, -0.928)
O (-0.420, 0.129, 1.612)
H (0.984, -0.023, -0.947)
H (0.102, -1.505, -1.051)
H (-1.383, 0.043, 1.974)

***

5.
C3H3N3O | ωB97M-V with the def2-TZVPD basis set

As for the spin multiplicity: 3. The value obtained for the gap between HOMO and LUMO (alpha / beta) is 0.2517 / 0.2415 hartree.

Cartesian coordinates (Å):
C (-1.831, 0.304, -0.891)
C (-0.530, -0.133, -1.031)
C (2.405, -0.431, 1.182)
N (-1.946, 0.773, 0.367)
N (-0.816, 0.646, 0.980)
N (0.037, 0.113, 0.163)
O (3.234, -0.743, 0.447)
H (-2.653, 0.311, -1.576)
H (0.003, -0.586, -1.839)
H (2.097, -0.254, 2.197)

***

6.
C3H3N3O2 | ωB97M-V with the def2-TZVPD basis set

The SMILES is [H]/N=c1/nc(O)cno1. The value obtained for the gap between HOMO and LUMO is 0.3207 hartree.

Cartesian coordinates (Å):
H (3.240, -0.583, 0.553)
N (2.386, -1.176, 0.137)
C (1.317, -0.534, -0.194)
N (0.028, -1.142, -0.196)
C (-0.957, -0.350, -0.058)
O (-2.190, -0.988, 0.005)
C (-0.909, 1.037, 0.070)
N (0.321, 1.575, -0.002)
O (1.485, 0.838, -0.298)
H (-2.979, -0.345, -0.526)
H (-1.742, 1.668, 0.509)

***

7.
C3H3N3O2 | ωB97M-V with the def2-TZVPD basis set

The SMILES is N#CC(=O)N/C=N\O. The value obtained for the gap between HOMO and LUMO is 0.3297 hartree.

Cartesian coordinates (Å):
N (-1.910, 3.017, 1.740)
C (-1.023, 2.054, 1.205)
C (-0.566, 0.581, 1.123)
O (-1.250, -0.295, 1.765)
N (0.336, 0.242, 0.249)
C (0.526, -1.194, -0.058)
N (0.918, -1.710, -1.184)
O (0.876, -0.858, -2.158)
H (0.776, 0.941, -0.498)
H (-0.027, -1.618, 0.830)
H (1.345, -1.160, -3.013)

***

8.
C3H3N3O2 | ωB97M-V with the def2-TZVPD basis set

The value obtained for the gap between HOMO and LUMO is 0.3521 hartree.

Cartesian coordinates (Å):
C (-0.154, 0.892, -0.550)
C (-0.490, 0.590, 0.796)
C (0.386, -1.249, -1.033)
H (-0.834, 2.383, 0.439)
H (-1.107, 1.327, 1.513)
H (0.635, -2.353, 0.931)
N (-0.184, -0.591, 1.287)
N (0.522, -1.441, 0.394)
N (0.376, 0.140, -1.435)
O (0.314, 2.370, -0.500)
O (0.535, -2.068, -1.843)

***

So what do the calculations give for calculated total energy? Going down the list: -9673.222, -9676.304, -9674.825, -9673.971, -9670.508, -11720.676, -11718.399, -11719.289 eV.
So what do the calculations give for strongest force on any atom? Going down the list: 0.8, 1.8, 2.5, 4.2, 4.9, 5.2, 14.7, 8.2 eV/Å.
So what do the calculations give for energy above the lowest of the compared OMol25 structures with the same formula, charge and spin? Going down the list: 4.232, 1.151, 2.630, 3.484, 2.634, 5.281, 7.558, 6.668 eV.